No. 1
DFT (wB97M-V/def2-TZVPD) results for C26H19BrCoN4O9 as an isolated structure.

Geometry (Å):
Br -3.120 0.556 0.074
Co -0.690 -0.200 2.011
O -0.758 -1.763 1.128
O 1.129 0.178 2.212
O 2.775 0.943 0.931
O 1.781 7.132 1.409
O 0.346 -1.338 -2.885
O -2.922 3.298 2.325
O -2.496 5.402 2.287
O 3.433 5.822 0.966
O -0.995 1.619 2.118
N 2.282 6.039 1.279
N -2.687 -0.310 2.661
N 2.455 -1.019 -1.114
N -2.165 4.240 2.211
C 2.642 -1.084 -2.526
C 3.928 -0.852 -2.996
C -0.771 -1.405 -3.769
C 1.757 1.150 1.564
C 0.344 -4.934 -1.276
C -3.623 0.174 1.852
C -5.298 -0.048 3.512
C -4.941 0.337 2.232
C 1.969 3.605 1.445
C -4.339 -0.593 4.353
C -0.693 -5.056 -0.348
C -1.035 -4.008 0.485
C 1.056 -3.759 -1.341
C -0.344 -2.802 0.399
C 1.158 2.505 1.668
C 4.197 -0.865 -4.350
C 1.583 -1.256 -3.418
C 1.861 -1.282 -4.781
C 1.422 4.866 1.513
C -0.218 2.655 1.929
C 3.156 -1.099 -5.239
C 0.742 -2.695 -0.485
C 0.082 5.063 1.777
C 1.603 -1.566 -0.309
C -0.731 3.967 1.970
C -3.047 -0.702 3.892
H -1.846 -4.091 1.196
H -0.747 -2.323 -4.358
H -0.333 6.059 1.826
H 5.202 -0.695 -4.706
H 4.725 -0.676 -2.283
H -1.649 -1.408 -3.129
H -5.656 0.750 1.537
H 3.102 -0.390 -0.635
H 1.058 -1.427 -5.489
H 3.017 3.470 1.218
H -1.242 -5.986 -0.281
H -4.583 -0.921 5.353
H -2.259 -1.100 4.519
H 0.596 -5.762 -1.922
H 3.347 -1.119 -6.304
H 1.896 -3.666 -2.018
H -0.799 -0.536 -4.428
H 1.665 -1.162 0.691
H -6.321 0.069 3.846

Summary:
2S+1   5
Gap between HOMO and LUMO (spin up / spin down)   7.9279 / 5.9111 eV
⟨S²⟩   6.02
Highest occupied orbital energy (spin up / spin down)   -11.6668 / -11.5932 eV
Energy above the lowest of the compared OMol25 structures with the same formula, charge and spin   17.2 kcal/mol
Total charge   +1

Here are the Mulliken charges for atoms 1 to 2, given in e:
1 Br -0.05
2 Co 0.51


No. 2
DFT (wB97M-V/def2-TZVPD) results for C26H20BBrN11OSSeW as an isolated structure.

Geometry (Å):
W 0.494 0.046 -0.411
Br -2.614 -1.437 -2.520
Se 2.366 1.114 -1.204
S -0.174 3.921 6.119
O -1.609 2.866 -5.072
N -0.708 -2.937 -0.284
N 0.599 -1.104 -2.312
N 0.244 2.379 5.926
N 1.757 -2.907 -0.302
N 0.558 -2.458 -2.386
N -1.040 0.804 -1.552
N -0.424 4.338 4.585
N -0.078 1.721 0.496
N -0.876 -1.644 0.040
N 0.623 -0.245 1.846
N 1.980 -1.600 -0.044
C 3.178 -1.520 0.546
C -0.299 3.191 2.416
C -0.785 4.269 1.579
C 0.925 -1.471 3.876
C -2.016 -1.549 0.733
C -0.180 3.264 3.845
C 0.406 0.857 2.598
C 0.017 1.993 1.833
C -1.314 3.003 -2.684
C -1.790 0.286 -2.611
C 0.763 -0.329 4.642
C -2.087 0.990 -3.712
C -1.736 -3.652 0.180
C 0.661 -2.837 -3.662
C 0.776 -1.711 -4.454
C 2.801 -3.634 0.109
C 0.846 -1.396 2.496
C -1.402 2.237 -1.394
C -1.621 2.366 -3.816
C -0.852 4.075 0.261
C -2.600 -2.802 0.852
C 0.744 -0.651 -3.560
C 0.480 0.866 3.995
C 3.732 -2.785 0.679
C -0.397 2.818 -0.402
C 0.203 2.133 4.627
B 0.523 -3.324 -1.125
H 1.113 -2.430 4.335
H 0.537 -4.488 -1.375
H 2.812 -4.700 -0.046
H 4.686 -3.044 1.102
H 0.525 3.041 -0.973
H 0.655 -3.884 -3.915
H -1.352 3.794 -5.061
H 0.881 -1.664 -5.523
H -1.076 5.202 2.040
H -2.411 2.285 -0.953
H -2.359 -0.589 1.086
H -1.781 -4.714 0.004
H -1.195 4.868 -0.391
H -1.046 4.052 -2.662
H 0.957 -2.290 1.902
H 0.826 -0.358 5.722
H -3.524 -3.055 1.339
H -2.705 0.584 -4.498
H 0.813 0.408 -3.745
H 3.573 -0.564 0.845

Summary:
Gap between HOMO and LUMO   5.8989 eV
Highest occupied orbital energy   -10.2050 eV
Energy above the lowest of the compared OMol25 structures with the same formula, charge and spin   37.8 kcal/mol
Total charge   +1

Here are the Mulliken charges for atoms 1 to 2, given in e:
1 W 0.88
2 Br -0.09


No. 3
DFT (wB97M-V/def2-TZVPD) results for a 4-piece molecular cluster, C26H20Br3F3N2O9P2 overall at a distorted geometry.

Geometry (Å):
Br -6.145 0.253 -2.100
Br -3.274 -1.170 -2.737
Br 0.023 -0.459 -4.246
P 1.391 -0.520 -2.426
P 2.065 -2.523 0.646
F -4.881 1.184 0.155
F -4.885 -1.043 -0.073
F -3.261 1.466 -1.928
O 2.076 0.972 -2.228
O -7.563 -6.068 2.663
O -8.534 -2.871 -1.447
O 2.144 2.163 5.007
O 5.277 6.637 -2.981
O 2.648 -3.059 -0.823
O 0.964 -3.648 1.231
O 7.415 1.821 4.599
O 4.506 1.526 -4.141
N -1.042 -3.053 -1.229
N 2.499 1.235 0.655
C 6.207 1.900 4.692
C 5.100 5.468 -3.246
C 1.949 0.265 0.699
C 3.352 2.084 4.913
C -8.313 -3.603 -0.506
C -0.788 0.416 -0.869
C 4.684 2.701 -3.875
C 4.018 2.012 3.591
C 6.180 4.467 -3.069
C -7.318 -3.929 1.713
C -2.213 0.090 -0.302
C 5.541 1.972 6.014
C 3.797 4.982 -3.760
C -8.535 -5.813 0.535
C -7.785 -5.335 1.721
C 0.234 -0.786 -0.914
C -3.343 0.215 -1.365
C 5.986 3.183 -3.362
C 5.342 1.928 3.489
C -8.780 -5.010 -0.498
C 3.604 3.699 -4.053
C -4.775 0.150 -0.681
C 1.070 -0.919 0.432
C -0.398 -2.134 -1.151
C 4.217 2.057 6.117
C -7.564 -3.126 0.680
H 3.372 2.033 2.723
H 6.762 2.438 -3.241
H 3.020 5.727 -3.882
H -2.285 -0.858 0.259
H 2.950 0.889 -2.650
H 1.287 -4.540 1.027
H 2.659 3.326 -4.429
H 7.125 4.838 -2.693
H -0.344 1.194 -0.214
H -2.448 0.896 0.428
H -7.231 -2.096 0.656
H 3.713 2.109 7.074
H -9.327 -5.342 -1.372
H 6.188 1.952 6.882
H 0.308 -0.933 1.247
H -6.772 -3.597 2.587
H 5.846 1.875 2.532
H 2.036 -3.737 -1.170
H -8.867 -6.843 0.558
H -0.884 0.893 -1.863

Summary:
Gap between HOMO and LUMO   7.1429 eV
SMILES   N#C[C@H](P(O)O)[C@@](C#N)(CC[C@@](F)(Br)C(F)(F)Br)P(O)Br.O=C1C=CC(=O)C=C1.O=C1C=CC(=O)C=C1.O=C1C=CC(=O)C=C1
Highest occupied orbital energy   -9.0106 eV
Total charge   0

Here are the Mulliken charges for atoms 1 to 2, given in e:
1 Br -0.10
2 Br -0.05


No. 4
DFT (wB97M-V/def2-TZVPD) results for C26H20BrClN2O2PS4Sr as an isolated structure at a distorted geometry.

Geometry (Å):
Sr -2.121 1.781 -0.102
Br -4.857 3.332 -2.555
Cl -0.540 -0.603 -2.550
S -3.586 0.804 2.108
S -0.680 4.067 -3.161
S -3.778 -0.499 -0.552
S -5.378 -1.502 1.714
P 1.250 -1.032 0.046
O -0.535 5.349 1.557
O -0.805 3.337 0.626
N -3.029 4.139 -0.668
N 0.523 1.374 2.407
C -1.130 4.542 0.839
C -1.400 -4.206 0.141
C -2.352 5.039 0.080
C -1.446 -3.087 2.263
C -4.265 -0.405 1.089
C -3.983 4.615 -1.439
C 2.708 -1.618 1.007
C -0.419 -3.335 -0.309
C -1.920 -4.079 1.418
C -2.693 6.382 0.097
C 3.942 -3.225 2.314
C 0.972 -1.444 -2.708
C -3.732 6.843 -0.692
C -0.479 -2.207 1.812
C 2.775 -2.839 1.669
C 0.036 -2.317 0.521
C 3.369 -2.781 -3.063
C 3.825 -0.783 1.025
C 2.981 -2.378 -1.798
C 1.775 -1.708 -1.581
C -0.994 2.752 -2.358
C 2.561 -2.520 -4.154
C 5.058 -2.402 2.301
C -4.381 5.932 -1.523
C 1.362 -1.852 -3.975
C 4.993 -1.172 1.659
H 4.310 -3.301 -3.198
H -0.349 1.315 2.929
H -4.017 7.887 -0.692
H 3.764 0.176 0.524
H 1.915 -3.496 1.676
H 5.858 -0.519 1.653
H 5.973 -2.711 2.794
H -1.783 -4.973 -0.522
H 3.987 -4.182 2.821
H 3.622 -2.595 -0.955
H -2.719 -4.727 1.753
H 2.861 -2.836 -5.145
H 0.351 2.103 1.712
H -1.874 -2.963 3.248
H -2.131 7.041 0.742
H 0.718 -1.646 -4.819
H -0.128 -1.407 2.447
H 1.219 1.746 3.046
H -0.036 -3.435 -1.317
H -5.167 6.226 -2.202

Summary:
2S+1   2
Gap between HOMO and LUMO (spin up / spin down)   3.7393 / 4.9881 eV
⟨S²⟩   0.76
Highest occupied orbital energy (spin up / spin down)   0.2632 / -0.9860 eV
Energy above the lowest of the compared OMol25 structures with the same formula, charge and spin   32.8 kcal/mol
Total charge   -2

Here are the Mulliken charges for atoms 1 to 2, given in e:
1 Sr 1.62
2 Br -0.15


No. 5
DFT (wB97M-V/def2-TZVPD) results for C26H20BrN4PdS2 as an isolated structure at a distorted geometry.

Geometry (Å):
Pd -0.104 -0.528 0.225
Br -6.028 1.049 3.990
S 0.137 -2.388 1.699
S -0.256 -1.977 -1.543
N -0.370 0.835 1.822
N 1.300 -7.705 -2.838
N 2.033 0.362 0.618
N 1.998 -8.145 1.091
C 4.339 1.644 1.412
C -0.453 0.944 -1.059
C -1.688 3.947 -2.130
C 1.970 1.258 1.646
C -0.543 1.827 -1.872
C 4.359 0.738 0.342
C 0.717 1.481 2.241
C 1.038 -5.960 0.176
C 0.815 -5.797 -1.213
C 0.191 -3.490 -0.833
C -3.265 1.797 3.926
C -4.240 1.018 3.323
C -1.972 1.770 3.456
C 1.551 -7.172 0.671
C -3.935 0.217 2.230
C -2.646 0.197 1.760
C -0.743 2.941 -2.801
C 3.168 0.130 -0.010
C -1.372 2.411 -4.095
C 0.381 -4.570 -1.692
C -1.612 0.960 2.356
C 3.163 1.913 2.059
C 1.085 -6.853 -2.098
C 0.609 3.597 -3.110
C 0.379 -3.659 0.562
C 0.795 -4.903 1.037
H -1.898 4.784 -2.795
H -2.624 3.455 -1.871
H 0.472 4.434 -3.795
H -4.703 -0.379 1.755
H 0.943 -5.021 2.100
H 1.282 2.874 -3.567
H -2.311 1.906 -3.877
H -2.396 -0.427 0.887
H 0.653 2.199 3.054
H 0.214 -4.433 -2.752
H -3.526 2.425 4.764
H -1.240 4.326 -1.213
H 5.257 2.128 1.714
H 3.128 2.616 2.881
H -1.239 2.385 3.954
H -0.705 1.695 -4.573
H 5.266 0.523 -0.198
H 3.118 -0.573 -0.835
H -1.564 3.230 -4.788
H 1.073 3.963 -2.195

Summary:
2S+1   3
Gap between HOMO and LUMO (spin up / spin down)   6.0538 / 5.9759 eV
⟨S²⟩   2.04
Highest occupied orbital energy (spin up / spin down)   -3.6440 / -5.2250 eV
Energy above the lowest of the compared OMol25 structures with the same formula, charge and spin   0.0 kcal/mol
Total charge   -1

Here are the Mulliken charges for atoms 1 to 2, given in e:
1 Pd 0.20
2 Br -0.25


No. 6
DFT (wB97M-V/def2-TZVPD) results for C26H20Cl2IN2O4PPd as an isolated structure at a distorted geometry.

Geometry (Å):
I 6.376 4.629 2.920
Pd 0.651 -1.254 -1.491
Cl -1.844 -2.934 -5.227
Cl -1.133 -5.243 -3.614
P -0.850 0.139 -0.306
O 1.079 1.107 0.230
O 2.571 -0.010 -0.986
O 0.647 -3.392 -2.395
O 0.265 -1.663 -3.717
N -0.670 -0.473 1.301
N 0.817 -2.068 0.569
C -1.157 2.653 0.976
C -3.598 -0.384 0.198
C 1.759 -2.987 0.757
C -0.520 -3.802 -4.438
C -4.768 -1.110 0.059
C -2.214 2.359 -1.162
C 2.171 -3.358 2.021
C 4.540 1.964 0.003
C 0.192 -2.873 -3.429
C 2.249 0.850 -0.147
C -2.559 -1.768 -1.455
C 3.810 3.075 2.452
C 5.039 3.359 1.883
C -2.383 4.460 -0.025
C 0.606 -1.778 2.916
C -2.482 -0.711 -0.561
C -3.717 -2.514 -1.575
C 5.412 2.809 0.670
C -1.457 1.843 -0.112
C 0.255 -1.431 1.601
C -4.827 -2.185 -0.816
C 3.294 1.688 0.550
C 2.944 2.238 1.781
C -1.621 3.955 1.015
C 1.562 -2.751 3.117
C -2.677 3.661 -1.118
H -1.701 -1.983 -2.083
H -0.538 2.272 1.774
H 0.176 -4.125 -5.216
H -5.642 -0.830 0.629
H 0.113 -1.301 3.750
H -0.961 0.130 2.061
H 6.377 3.044 0.246
H -5.739 -2.756 -0.914
H -1.380 4.584 1.858
H -2.743 5.477 0.010
H 1.833 -3.038 4.123
H 1.979 2.006 2.202
H -3.755 -3.336 -2.272
H 2.942 -4.098 2.154
H 2.174 -3.435 -0.143
H -2.431 1.732 -2.017
H -3.260 4.059 -1.936
H 4.820 1.535 -0.947
H 3.527 3.507 3.399
H -3.553 0.455 0.881

Summary:
2S+1   3
Gap between HOMO and LUMO (spin up / spin down)   8.6014 / 7.1539 eV
⟨S²⟩   2.01
Highest occupied orbital energy (spin up / spin down)   -8.2754 / -8.8678 eV
Energy above the lowest of the compared OMol25 structures with the same formula, charge and spin   31.5 kcal/mol
Total charge   0

Here are the Mulliken charges for atoms 1 to 2, given in e:
1 I 0.07
2 Pd -0.81